# 1
46
Properties=species:S:1:pos:R:3:forces:R:3 method="wB97M-V/def2-TZVPD" homo_energy_ev=0.35 spin_multiplicity=1 total_charge=-2 lumo_ev=3.33 homo_lumo_gap_ev=2.982 e_above_lowest_ev=9.850
Ca 21.547 -4.027 6.465 0.5 -1.4 -0.2
P 21.778 -8.178 5.297 -1.5 0.1 -0.2
O 22.680 -8.788 4.243 0.9 -0.3 -1.4
O 20.853 -7.033 4.798 -0.3 -0.3 0.3
O 22.805 -7.383 6.115 1.3 1.4 1.5
O 21.159 -9.372 6.018 -0.7 0.6 0.3
O 25.927 -0.702 8.973 0.6 0.2 -0.1
C 24.862 -1.316 8.382 -2.7 -2.0 -2.2
O 23.889 -1.640 9.075 -0.6 0.4 3.2
O 24.805 -1.611 7.179 2.3 1.0 -1.5
H 25.672 -0.808 9.892 0.1 0.2 0.4
C 18.024 -5.574 12.057 -1.5 -0.1 1.2
C 17.099 -6.248 11.042 0.2 -0.6 0.3
C 18.112 -6.504 9.934 0.4 0.4 0.0
O 18.834 -5.260 9.880 0.1 1.2 0.7
C 18.883 -4.677 11.250 1.0 -1.4 -1.0
H 18.531 -6.349 12.631 0.4 0.0 -0.3
H 17.578 -4.919 12.805 -0.7 -0.3 0.2
H 16.287 -5.604 10.704 0.1 0.2 -0.2
H 16.645 -7.164 11.421 0.0 -0.1 0.1
H 17.715 -6.823 8.971 -0.2 0.9 -0.2
H 18.839 -7.298 10.106 0.0 -0.2 0.8
H 18.582 -3.635 11.355 -0.3 0.0 -1.0
H 19.871 -4.732 11.706 0.5 0.1 -0.7
C 20.959 -1.449 2.598 0.6 -0.5 -0.3
C 20.262 -0.508 3.556 -0.6 0.0 0.7
N 19.415 -1.167 4.605 0.0 0.0 -0.9
C 19.128 -0.235 5.705 -0.1 0.4 0.1
C 18.183 0.923 5.375 0.2 0.4 -0.5
C 18.186 -1.696 3.964 0.2 -0.2 0.8
C 17.220 -2.258 4.996 0.1 -0.5 -0.1
H 20.354 -2.144 2.015 -0.5 0.0 0.4
H 21.715 -2.043 3.111 -0.1 -0.1 0.2
H 21.510 -0.935 1.810 0.0 0.6 0.2
H 20.996 0.129 4.050 0.2 -0.3 0.2
H 19.646 0.216 3.022 -0.3 0.1 -0.5
H 18.709 -0.678 6.608 0.0 -0.9 -0.3
H 20.078 0.138 6.088 0.2 0.2 -0.4
H 18.251 1.683 6.152 -0.1 0.0 0.1
H 18.437 1.404 4.430 0.2 0.1 0.0
H 17.140 0.634 5.249 0.0 -0.2 0.3
H 18.405 -2.497 3.259 0.5 -0.1 0.2
H 17.695 -0.945 3.345 -0.2 0.5 0.0
H 16.830 -1.513 5.690 -0.1 0.0 -0.1
H 17.706 -3.044 5.574 0.2 0.1 0.1
H 16.406 -2.776 4.489 -0.2 0.2 0.0

---

# 2
43
Properties=species:S:1:pos:R:3:forces:R:3 method="wB97M-V/def2-TZVPD" homo_energy_ev=-15.10 spin_multiplicity=1 total_charge=+3 lumo_ev=-12.17 homo_lumo_gap_ev=2.932 e_above_lowest_ev=1.702
I 5.677 2.225 -1.836 -0.3 -0.2 -0.5
I 4.612 1.611 -4.251 0.2 0.1 0.6
Hf -0.722 -0.315 0.088 -3.5 -1.7 2.0
P 0.860 -2.324 0.208 1.5 -2.5 0.0
C 2.526 -2.626 -0.414 0.5 0.8 -0.3
C 0.865 -2.860 1.938 -0.2 0.5 0.6
H 1.145 -3.910 2.000 0.1 -0.1 -0.2
H 0.366 -4.625 -0.520 0.3 0.1 0.4
H -0.114 -2.724 2.403 0.3 -0.3 -0.1
H -1.106 -3.620 -0.284 0.5 -0.4 -0.2
H 3.248 -1.984 0.107 -0.1 -0.2 -0.2
H 1.578 -2.254 2.502 0.1 -0.1 0.0
C -0.068 -3.635 -0.651 -1.2 0.6 -0.3
H 2.801 -3.685 -0.278 -0.3 0.4 0.1
H -0.069 -3.438 -1.726 -0.1 0.0 0.0
H 2.545 -2.393 -1.490 0.1 -0.1 0.3
P -1.011 2.279 -0.094 -0.8 2.6 -0.2
C -0.064 3.611 -0.879 0.9 -0.2 -0.5
C -2.612 2.220 -0.990 0.2 -0.8 -0.3
H -2.099 2.244 2.028 -0.1 0.3 0.1
H -2.031 3.927 1.458 0.2 -0.1 -0.4
H -0.574 3.108 2.127 -0.1 0.2 -0.1
C -1.475 2.987 1.520 0.1 -1.0 0.6
H -3.259 1.445 -0.557 -0.2 0.2 0.0
H -3.126 3.186 -0.937 0.1 -0.1 0.1
H -0.595 4.577 -0.885 -0.2 -0.5 0.2
H 0.190 3.348 -1.916 -0.1 0.1 0.2
H -2.442 1.966 -2.045 -0.1 0.2 0.1
H 0.882 3.747 -0.334 -0.2 0.0 -0.1
Cl -1.122 -0.316 2.371 0.6 0.6 -1.1
N -2.689 -3.211 1.796 -1.3 -0.2 -0.1
C -3.326 -2.872 0.630 1.4 2.0 -0.2
C -4.425 -3.541 0.077 0.1 0.0 -0.4
C -4.937 -3.321 -1.205 1.8 0.3 2.5
C -4.185 -2.346 -1.840 1.1 1.2 0.3
C -3.126 -1.609 -1.304 -1.4 -1.4 1.1
N -2.716 -1.770 -0.011 0.7 -0.7 -0.9
H -2.251 -2.379 2.198 -0.4 -0.9 0.5
H -3.223 -3.867 2.399 0.8 0.9 -0.2
H -4.813 -4.276 0.713 -0.7 -1.1 0.7
H -5.792 -3.879 -1.599 0.4 0.4 0.0
H -4.505 -2.027 -2.744 -0.7 0.8 -3.1
H -2.563 -0.872 -1.856 -0.3 0.5 -0.7

---

# 3
48
Properties=species:S:1:pos:R:3:forces:R:3 method="wB97M-V/def2-TZVPD" homo_energy_ev=-4.95 spin_multiplicity=1 total_charge=0 lumo_ev=-3.49 homo_lumo_gap_ev=1.461
O -0.651 5.956 4.159 2.0 -0.3 -0.3
N -1.197 6.030 2.917 -1.9 -1.9 -1.7
C -2.012 5.012 2.471 -1.2 -1.6 -2.5
N -2.687 5.062 1.095 -1.1 2.8 3.5
C -3.849 4.051 1.012 2.7 -2.1 1.7
I -5.663 4.939 0.076 1.6 -0.9 0.9
C -3.929 3.656 2.612 -2.2 0.9 0.1
N -2.466 3.723 3.109 0.2 0.6 -1.6
C -1.676 2.465 2.904 -0.2 -2.1 1.6
F -2.487 1.328 2.327 2.5 4.0 1.8
F -1.251 1.964 4.265 -1.2 1.6 -4.5
C -0.342 2.591 1.971 3.3 -3.1 -1.9
F 0.745 3.446 2.544 -4.1 -2.3 -2.1
F -0.635 2.921 0.525 0.9 -0.6 5.5
F 0.253 1.202 1.914 -2.2 5.2 0.3
H 0.334 5.788 3.976 -1.7 0.1 0.7
H -0.986 6.901 2.360 -0.6 -1.5 0.6
H -3.274 5.945 1.200 1.4 -0.6 -0.9
H -3.332 3.160 0.436 -1.9 1.6 0.8
H -4.537 4.529 3.136 1.6 -1.6 -1.0
H -4.549 2.717 2.936 1.9 1.4 -0.9
C -0.405 -3.092 0.828 0.2 0.1 0.0
Si 1.045 -2.881 -0.370 -1.2 -1.3 -2.1
C 2.509 -3.753 0.411 0.3 0.1 0.4
C 1.400 -1.043 -0.458 0.2 0.4 0.3
N 0.606 -3.557 -1.918 1.6 0.9 0.4
Si 1.734 -3.519 -3.249 -2.0 -0.5 1.4
C 3.307 -4.482 -2.898 0.2 -0.1 -0.2
C 2.194 -1.775 -3.762 0.3 0.2 -0.3
C 0.932 -4.331 -4.761 0.3 0.1 0.1
H -0.147 -2.675 1.805 -0.1 0.0 0.1
H -1.294 -2.573 0.457 0.0 -0.1 0.0
H -0.648 -4.150 0.961 0.0 0.1 -0.1
H 2.613 -3.450 1.458 0.1 0.0 0.1
H 3.445 -3.506 -0.094 0.0 -0.1 0.0
H 2.374 -4.839 0.391 0.0 0.1 -0.1
H 0.608 -0.515 -0.999 0.1 -0.1 0.0
H 2.355 -0.837 -0.947 -0.1 0.0 0.0
H 1.456 -0.623 0.552 0.0 0.1 0.0
H 3.945 -3.968 -2.181 0.0 0.0 0.1
H 3.881 -4.609 -3.818 0.1 0.0 -0.1
H 3.072 -5.480 -2.509 0.0 0.2 0.0
H 1.301 -1.156 -3.890 0.1 -0.1 0.1
H 2.730 -1.794 -4.717 0.0 0.1 -0.1
H 2.852 -1.298 -3.033 -0.1 0.0 0.0
H 0.026 -3.793 -5.053 0.0 0.0 0.0
H 0.673 -5.371 -4.551 0.0 0.1 0.0
H 1.630 -4.311 -5.603 -0.1 -0.1 -0.1

---

# 4
47
Properties=species:S:1:pos:R:3:forces:R:3 method="wB97M-V/def2-TZVPD" homo_energy_ev=-12.16 spin_multiplicity=1 total_charge=+1 lumo_ev=-3.78 homo_lumo_gap_ev=8.387
H -1.108 2.684 0.532 0.0 0.1 0.1
N -1.543 3.316 -0.141 0.0 -0.2 -0.2
C -1.604 2.778 -1.281 -0.2 0.1 0.2
C -1.129 1.378 -1.650 0.0 0.4 -0.4
N -1.710 0.314 -0.834 0.1 0.2 0.4
C -1.010 -0.300 0.094 -0.2 -0.4 -0.1
N -1.595 -1.323 0.793 0.7 1.0 0.7
C -0.733 -2.023 1.779 -0.2 -0.2 0.2
O 0.636 -2.053 1.460 -0.4 0.2 0.2
C 1.089 -1.203 0.441 1.2 -0.4 -1.0
S 2.858 -0.974 0.804 -0.1 0.2 0.5
P 0.837 -2.063 -1.236 -1.6 -0.1 0.0
P 1.905 -3.964 -1.033 1.6 0.0 -0.4
O 3.336 -3.777 -1.302 -0.1 0.2 0.0
O 1.184 -4.989 -2.001 -0.5 0.3 0.3
O 1.574 -4.566 0.386 -0.4 0.0 -0.1
N 0.325 0.039 0.357 -0.2 -0.1 -0.2
C 0.439 0.915 1.562 0.1 0.4 0.3
C 1.308 2.196 1.443 0.8 -0.1 -0.1
C 2.074 2.374 0.124 0.0 0.1 0.1
C 2.320 2.223 2.600 -0.2 0.0 0.3
C -3.093 -0.145 -1.103 -0.2 0.2 -0.4
C -3.881 0.757 -2.024 0.4 -0.5 -0.3
F -2.993 -1.386 -1.684 0.0 0.2 0.2
H -2.060 3.354 -2.083 0.1 0.1 -0.1
H -1.381 1.196 -2.689 0.0 -0.2 0.0
H -0.049 1.337 -1.582 0.1 -0.1 0.2
H -2.382 -0.931 1.307 -0.6 -0.6 -0.4
H -0.877 -1.566 2.760 0.2 0.2 0.0
H -1.079 -3.050 1.847 0.0 -0.1 -0.2
H 3.316 -1.042 -0.448 -0.1 0.0 -0.1
H 1.667 -1.359 -2.123 0.4 -0.1 0.3
H 1.260 -4.714 -2.921 0.0 -0.2 -0.2
H 2.411 -4.615 0.867 0.0 0.0 0.3
H -0.557 1.215 1.894 -0.2 -0.2 -0.1
H 0.829 0.305 2.377 0.0 -0.1 0.0
H 0.688 3.077 1.592 -0.3 -0.1 -0.2
H 2.173 3.432 -0.105 0.0 0.1 0.0
H 3.082 1.983 0.223 0.1 -0.2 -0.1
H 1.620 1.886 -0.733 -0.1 0.0 0.0
H 3.110 2.944 2.411 0.0 0.1 -0.1
H 1.845 2.506 3.539 -0.1 0.0 0.1
H 2.780 1.250 2.753 0.1 -0.1 -0.1
H -3.633 -0.228 -0.161 0.1 -0.2 0.1
H -3.412 0.771 -3.005 0.0 0.1 -0.1
H -4.844 0.278 -2.168 -0.2 0.1 0.2
H -3.993 1.764 -1.638 -0.1 0.1 0.1

---

# 5
43
Properties=species:S:1:pos:R:3:forces:R:3 method="wB97M-V/def2-TZVPD" homo_energy_ev=-11.42 spin_multiplicity=1 total_charge=+1 lumo_ev=-3.92 homo_lumo_gap_ev=7.500 e_above_lowest_ev=0.000
N 0.170 1.316 -0.232 0.9 -0.3 1.1
C -0.519 1.494 -1.116 -1.4 0.6 -2.4
O -1.380 1.739 -2.156 0.8 0.1 1.7
N -2.618 1.869 -1.586 -0.4 -1.3 -0.3
N -3.199 3.025 -1.180 -1.7 1.0 0.8
C -4.420 2.665 -0.710 -0.4 -1.4 0.1
N -4.649 1.327 -0.751 2.3 2.8 -0.9
C -3.466 0.862 -1.315 -2.8 -0.8 1.1
N -3.350 -0.442 -1.488 1.7 0.5 -0.6
H -2.835 3.975 -1.205 0.5 -0.5 -0.3
H -5.157 3.386 -0.320 0.7 -0.3 -0.3
H -2.431 -0.812 -1.713 -0.6 -0.4 -0.1
H -4.163 -1.032 -1.341 0.3 0.1 0.1
C -1.208 -5.594 -0.364 0.0 -0.1 0.1
C -1.874 -4.248 -0.577 0.1 -0.1 0.0
O -3.067 -4.072 0.170 -0.2 0.2 -0.2
C -2.942 -4.148 1.583 0.1 0.0 0.2
C -2.009 -3.103 2.172 0.2 0.0 -0.2
H -1.902 -6.404 -0.595 0.0 0.1 0.0
H -0.332 -5.691 -1.009 0.0 0.0 0.0
H -0.879 -5.727 0.667 0.1 0.0 0.0
H -2.155 -4.154 -1.629 -0.2 0.0 0.1
H -1.174 -3.427 -0.369 0.1 -0.1 0.1
H -2.642 -5.156 1.884 0.1 0.0 0.0
H -3.944 -3.992 1.987 0.0 0.0 -0.2
H -0.982 -3.234 1.824 0.0 0.0 0.1
H -2.000 -3.173 3.261 0.0 0.0 0.0
H -2.327 -2.098 1.885 0.0 0.0 0.1
C 5.830 2.456 1.472 -0.1 -0.1 0.0
C 5.784 3.126 0.109 0.0 0.1 0.2
O 4.891 2.505 -0.803 0.0 -0.1 -0.3
C 3.530 2.462 -0.421 0.0 0.0 0.1
C 2.911 3.835 -0.213 0.1 0.1 0.0
H 6.089 1.401 1.370 0.0 0.1 0.0
H 6.574 2.940 2.106 0.0 0.0 -0.1
H 4.868 2.510 1.985 0.0 0.1 0.0
H 6.773 3.071 -0.347 -0.1 -0.1 -0.1
H 5.546 4.191 0.205 0.0 0.0 0.1
H 3.404 1.836 0.469 -0.1 0.1 0.1
H 3.000 1.957 -1.231 0.2 0.0 -0.1
H 3.385 4.374 0.609 -0.1 0.0 0.0
H 1.848 3.741 0.022 0.0 0.0 0.0
H 3.022 4.446 -1.112 0.0 0.0 0.0

---

# 6
38
Properties=species:S:1:pos:R:3:forces:R:3 method="wB97M-V/def2-TZVPD" homo_energy_ev="-1.93 / -1.93" spin_multiplicity=1 total_charge=-1 lumo_ev="3.39 / 3.39" homo_lumo_gap_ev="5.322 / 5.323" e_above_lowest_ev=2.082
C 1.432 -1.573 3.782 0.0 -0.9 0.4
C 2.266 0.699 -2.628 -1.5 -0.6 0.1
C -0.558 -1.830 1.411 1.7 2.4 0.0
C -0.620 -0.973 -2.503 0.8 -3.6 3.2
C -0.691 1.335 -3.355 0.2 -1.2 -0.7
C -2.124 0.647 1.521 1.0 1.1 -2.0
C 0.432 -0.546 3.303 -0.4 0.2 2.2
C 1.110 0.703 -1.564 1.4 1.5 -2.1
C 0.234 -0.528 1.829 -2.5 0.5 -1.9
C -0.303 0.419 -2.075 -0.7 2.3 -0.2
C -0.599 0.747 1.358 0.0 1.3 0.6
N -1.184 0.789 -0.926 -0.4 -2.8 -0.7
O -1.208 2.149 -0.957 0.1 2.9 2.0
O -0.079 1.921 1.340 -0.4 -2.1 0.6
H 1.769 -1.670 4.841 -0.6 0.9 -0.5
H 2.287 -1.391 3.179 1.2 -0.1 -0.4
H 1.094 -2.563 3.559 -0.2 -0.8 -0.4
H 2.114 -0.159 -3.345 0.9 0.4 1.0
H 2.211 1.547 -3.262 -0.4 1.1 -0.7
H 3.213 0.853 -2.125 0.5 -0.9 0.0
H -0.888 -1.787 0.409 -0.9 0.5 -1.0
H 0.090 -2.631 1.390 1.7 -2.0 0.4
H -1.290 -2.012 2.136 -1.4 -0.3 0.8
H -0.712 -1.206 -3.526 0.1 0.2 -1.4
H 0.169 -1.748 -2.080 -1.2 1.3 -0.8
H -1.582 -1.351 -2.023 0.9 0.9 -0.5
H 0.164 1.411 -4.080 -0.5 -0.2 0.6
H -1.523 0.804 -3.968 1.0 1.1 1.2
H -0.958 2.354 -3.059 -0.1 -0.4 -0.1
H -2.533 0.948 2.456 0.0 -0.3 1.3
H -2.437 -0.307 1.115 -0.5 0.1 0.2
H -2.425 1.468 0.837 -0.4 -0.8 0.3
H 0.787 0.362 3.721 0.5 1.5 -0.3
H -0.515 -0.628 3.852 -0.2 -0.4 -0.4
H 1.433 0.052 -0.827 0.0 -2.1 1.4
H 1.197 1.643 -0.984 -0.7 0.0 -0.7
H 1.132 -0.400 1.267 1.0 -0.3 -0.1
H -0.906 2.452 -0.019 0.1 -0.5 -1.3